Record 1
Computed, not measured: a structure of composition C3H8N4O in a non-equilibrium geometry, with wB97M-V/def2-TZVPD.

Geometry (Å):
1 C -1.483 1.594 0.260
2 C 0.065 0.910 0.226
3 C 1.439 -2.352 -0.113
4 H -1.921 3.655 0.332
5 H -0.511 3.366 -0.551
6 H -1.977 0.069 1.131
7 H 0.648 1.053 1.150
8 H 0.886 1.236 -0.721
9 H -0.880 -0.615 -0.730
10 H 1.860 -0.126 -0.956
11 H 0.941 -3.086 0.573
12 N -1.411 2.906 -0.179
13 N -2.325 0.931 0.873
14 N -0.182 -0.609 0.106
15 N 1.016 -1.078 -0.655
16 O 2.642 -2.689 -0.435

Calculated values
**Molecular weight**: 116.12 g mol⁻¹
**HOMO**: -9.49 eV
**Charge**: 0
**HOMO-LUMO gap**: 9.869 eV
**Relative energy (zero: lowest compared OMol25 entry of this formula, charge and spin)**: 5.7725 eV
**Lowest unoccupied orbital energy**: 0.4 eV

Partial charges, Löwdin, in e: -0.48, -0.13, -0.26, 0.11, 0.12, 0.01, 0.09, 0.13, 0.13, 0.25, 0.13, 0.07, 0.13, -0.12, -0.09, -0.10

Record 2
Computed, not measured: a structure of composition C28H28BrCeF6IN10O3S2 in a non-equilibrium geometry, with wB97M-V/def2-TZVPD.

Geometry (Å):
1 Ce 0.120 -0.369 0.386
2 N 4.224 1.120 1.746
3 C 4.814 0.033 1.138
4 C 3.822 -0.595 0.456
5 N 2.645 0.093 0.632
6 C 2.924 1.123 1.407
7 C 1.898 2.054 1.836
8 N 0.658 1.986 1.387
9 C -0.046 2.962 2.056
10 C 0.785 3.623 2.902
11 N 2.018 3.032 2.750
12 H 4.708 1.796 2.313
13 H 5.861 -0.192 1.247
14 H 3.871 -1.483 -0.150
15 H -1.098 3.125 1.887
16 H 0.610 4.434 3.588
17 H 2.845 3.279 3.269
18 F -0.302 -1.657 5.840
19 C -0.875 -0.448 5.869
20 F -1.689 -0.418 6.929
21 F 0.095 0.456 6.076
22 C -1.630 -0.137 4.596
23 C -2.946 0.269 4.671
24 C -3.631 0.607 3.508
25 C -2.947 0.550 2.321
26 N -1.664 0.174 2.233
27 C -0.996 -0.195 3.343
28 S 0.650 -0.715 3.109
29 H -3.440 0.319 5.631
30 H -4.664 0.920 3.533
31 H -3.428 0.834 1.393
32 Br 3.933 -1.977 -4.238
33 C 2.181 -2.701 -4.249
34 C 1.974 -3.861 -4.982
35 C 0.713 -4.435 -5.026
36 C -0.341 -3.854 -4.337
37 C -0.138 -2.697 -3.600
38 C 1.123 -2.119 -3.555
39 I 1.441 -0.314 -2.500
40 H 2.802 -4.306 -5.517
41 H 0.558 -5.334 -5.608
42 H -1.329 -4.293 -4.380
43 H -0.963 -2.244 -3.070
44 C -2.702 -3.877 1.068
45 O -2.322 -3.073 -0.083
46 C -1.487 -2.152 0.124
47 O -1.153 -1.425 -0.874
48 H -3.775 -4.019 1.018
49 H -2.423 -3.375 1.990
50 H -2.200 -4.837 0.997
51 N 3.558 2.403 -3.768
52 C 2.710 3.148 -3.053
53 N 2.194 4.227 -3.652
54 S 2.306 2.751 -1.451
55 H 3.739 2.579 -4.743
56 H 3.901 1.547 -3.369
57 H 2.505 4.535 -4.560
58 H 1.641 4.856 -3.099
59 N 2.217 -4.620 0.225
60 C 1.533 -3.639 0.838
61 N 1.047 -3.870 2.068
62 O 1.369 -2.546 0.244
63 H 2.297 -5.541 0.619
64 H 2.475 -4.489 -0.738
65 H 1.314 -4.694 2.580
66 H 0.732 -3.068 2.601
67 F -5.719 3.977 -1.478
68 C -4.587 4.173 -2.163
69 F -4.846 3.964 -3.457
70 F -4.218 5.445 -2.010
71 C -3.511 3.222 -1.687
72 C -3.806 1.873 -1.554
73 C -2.806 1.023 -1.129
74 N -1.562 1.439 -0.842
75 C -1.289 2.739 -0.992
76 C -2.233 3.664 -1.406
77 H -4.793 1.492 -1.780
78 H -3.010 -0.033 -1.031
79 H -0.270 3.043 -0.790
80 H -1.972 4.709 -1.502

Calculated values
**Molecular weight**: 1077.64 g mol⁻¹
**HOMO (alpha / beta)**: -13.15 / -13.15 eV
**Charge**: +2
**HOMO-LUMO gap (alpha / beta)**: 6.573 / 6.574 eV
**Relative energy (zero: lowest compared OMol25 entry of this formula, charge and spin)**: 0.3744 eV
**Lowest unoccupied orbital energy (alpha / beta)**: -6.6 / -6.6 eV

Partial charges, Löwdin, in e: 0.71, 0.15, -0.02, -0.10, -0.04, -0.33, -0.33, 0.00, -0.10, -0.02, 0.16, 0.17, 0.13, 0.11, 0.12, 0.13, 0.17, 0.13, -0.61, 0.16, 0.14, -0.10, 0.04, -0.02, -0.10, -0.04, -0.60, 0.80, 0.14, 0.12, 0.11, 0.73, -0.73, -0.12, -0.06, -0.06, -0.13, -0.62, 1.23, 0.11, 0.12, 0.12, 0.09, 0.02, 0.02, -0.36, -0.27, 0.10, 0.09, 0.10, 0.11, -0.93, 0.11, 0.59, 0.12, 0.07, 0.12, 0.10, 0.21, -0.59, 0.20, -0.13, 0.12, 0.12, 0.13, 0.02, 0.17, -0.60, 0.17, 0.16, -0.08, 0.04, -0.11, 0.02, -0.12, 0.05, 0.14, 0.11, 0.04, 0.13